Entry 1:
The following is a DFT calculation (ωB97M-V with the def2-TZVPD basis set) of a 4-piece molecular cluster, C17H43NO5P overall.

Positions of all 67 atoms, in Å:
1 C -1.587324 -1.754499 -0.974943
2 P 0.089839 -2.479734 -0.972927
3 O 0.049785 -3.270202 0.457021
4 C 1.096459 -0.996501 -0.413674
5 C 0.974108 0.204027 -1.318853
6 N 1.511595 -0.126231 -2.688210
7 C 2.576219 -1.193974 -2.710538
8 C 3.250476 -1.466516 -1.369784
9 O 2.437455 -1.336462 -0.207925
10 H -2.179001 -2.201068 -0.181249
11 H -1.600250 -0.670576 -0.909276
12 H -2.053635 -2.041586 -1.913315
13 H 0.601140 -4.070264 0.382231
14 H 0.703448 -0.686282 0.554139
15 H 1.598573 0.994979 -0.909862
16 H -0.034958 0.591738 -1.394807
17 H 1.840119 0.714572 -3.165906
18 H 0.732145 -0.473642 -3.251105
19 H 2.144949 -2.098974 -3.116866
20 H 3.343968 -0.868349 -3.405282
21 H 4.130582 -0.841026 -1.242626
22 H 3.606415 -2.494071 -1.422676
23 C 7.232658 3.764577 -1.630997
24 C 6.772065 2.603720 -2.493248
25 O 5.734666 1.825743 -1.905820
26 C 4.533784 2.508287 -1.626023
27 C 3.842078 3.084001 -2.850645
28 H 7.529960 3.412463 -0.642904
29 H 8.085233 4.257484 -2.096323
30 H 6.451582 4.514907 -1.497827
31 H 7.597022 1.908381 -2.640570
32 H 6.471852 2.953175 -3.487072
33 H 4.687035 3.283910 -0.869353
34 H 3.880852 1.756098 -1.170254
35 H 4.410739 3.885264 -3.319518
36 H 2.872442 3.500077 -2.567599
37 H 3.690129 2.305569 -3.606504
38 C -2.124188 3.840577 2.815766
39 C -2.538220 3.093032 1.561267
40 O -1.461409 2.443797 0.895822
41 C -0.778204 1.459290 1.644235
42 C -1.645423 0.293002 2.086382
43 H -1.327646 4.551465 2.592978
44 H -2.975231 4.386682 3.220930
45 H -1.763756 3.167621 3.595288
46 H -2.938350 3.796822 0.832445
47 H -3.337223 2.377721 1.781903
48 H -0.260503 1.905443 2.499883
49 H 0.002583 1.094416 0.969725
50 H -2.398953 0.583420 2.817391
51 H -1.024083 -0.478690 2.545191
52 H -2.164818 -0.138838 1.231270
53 C -3.741262 -3.746161 3.000321
54 C -4.952657 -2.851586 3.195504
55 O -5.360403 -2.179730 2.015452
56 C -5.766117 -3.007538 0.939515
57 C -6.955346 -3.897397 1.254317
58 H -2.920017 -3.173689 2.563173
59 H -3.412169 -4.157909 3.954193
60 H -3.951733 -4.584034 2.334088
61 H -4.707845 -2.060075 3.903959
62 H -5.785628 -3.414863 3.628648
63 H -4.922049 -3.608039 0.577166
64 H -6.030719 -2.318965 0.136234
65 H -6.719738 -4.643206 2.014323
66 H -7.270312 -4.430977 0.357379
67 H -7.792781 -3.300610 1.616338

Cartesian forces, eV/Å:
C 0.1 -0.2 -0.4
P 0.1 0.1 -0.1
O 0.5 -0.7 -0.1
C -0.8 0.0 -0.2
C 0.5 0.4 0.4
N -0.4 -0.1 -0.3
C 0.6 0.0 -0.2
C 0.0 -0.1 0.2
O 0.4 0.0 -0.1
H 0.0 0.1 0.2
H -0.1 0.1 0.2
H -0.2 0.0 -0.1
H -0.4 0.3 0.3
H 0.0 -0.2 0.1
H 0.1 0.1 -0.1
H -0.1 0.0 -0.2
H 0.1 0.1 0.2
H 0.1 0.0 0.0
H -0.4 0.0 0.1
H 0.1 0.1 -0.1
H 0.0 0.3 0.1
H 0.1 -0.1 0.0
C -0.2 0.0 0.1
C 0.2 0.1 0.0
O -0.1 -0.2 0.0
C -0.1 0.0 0.0
C -0.1 0.0 0.0
H 0.0 0.0 0.0
H 0.0 0.0 0.0
H 0.0 0.0 0.0
H 0.0 -0.1 0.0
H 0.0 0.0 0.0
H 0.0 0.0 0.0
H 0.1 0.0 0.1
H 0.0 0.0 0.0
H 0.0 0.0 0.0
H 0.0 0.0 0.0
C 0.1 -0.1 0.0
C -0.2 0.1 0.1
O 0.1 -0.1 -0.2
C 0.0 0.0 0.1
C 0.0 0.0 0.0
H 0.0 0.0 0.0
H 0.0 0.0 0.0
H -0.1 0.0 0.0
H 0.0 0.0 -0.1
H 0.0 0.0 0.0
H 0.0 0.0 0.0
H 0.0 0.2 0.1
H 0.0 0.0 0.0
H 0.0 0.0 0.0
H -0.1 0.0 0.0
C 0.0 0.0 -0.2
C 0.0 0.0 0.1
O 0.1 0.1 0.0
C 0.0 0.0 -0.1
C 0.0 0.0 0.1
H 0.0 0.0 0.1
H 0.0 0.0 0.0
H 0.0 0.0 0.0
H 0.0 0.0 0.0
H 0.0 0.0 0.0
H 0.0 0.0 0.0
H 0.0 0.0 0.0
H 0.0 0.0 0.0
H 0.0 0.0 0.0
H 0.0 0.0 0.0

Output
LUMO level	-3.1	eV
highest occupied orbital energy	-11.45	eV
relative energy (zero: lowest compared OMol25 entry of this formula, charge and spin)	0.249	eV
net charge	+1
max |F|	0.840	eV Å⁻¹
electronic energy	-39334.78894	eV
2S+1	1

List of Mulliken charges in e, atom by atom: atom 1 (C): -0.739, atom 2 (P): 0.079, atom 3 (O): -0.500, atom 4 (C): 0.139, atom 5 (C): -1.107, atom 6 (N): 0.074, atom 7 (C): -0.700, atom 8 (C): -0.555, atom 9 (O): -0.485, atom 10 (H): 0.014, atom 11 (H): 0.317, atom 12 (H): 0.382, atom 13 (H): 0.329, atom 14 (H): 0.555, atom 15 (H): 0.317, atom 16 (H): 0.605, atom 17 (H): 0.365, atom 18 (H): 0.442, atom 19 (H): 0.371, atom 20 (H): 0.420, atom 21 (H): 0.421, atom 22 (H): 0.347, atom 23 (C): -1.031, atom 24 (C): -0.358, atom 25 (O): -0.400, atom 26 (C): 0.037, atom 27 (C): -1.175, atom 28 (H): 0.299, atom 29 (H): 0.395, atom 30 (H): 0.268, atom 31 (H): 0.325, atom 32 (H): 0.305, atom 33 (H): 0.329, atom 34 (H): -0.045, atom 35 (H): 0.379, atom 36 (H): 0.392, atom 37 (H): 0.262, atom 38 (C): -1.043, atom 39 (C): -0.287, atom 40 (O): -0.416, atom 41 (C): 0.251, atom 42 (C): -1.164, atom 43 (H): 0.287, atom 44 (H): 0.398, atom 45 (H): 0.268, atom 46 (H): 0.344, atom 47 (H): 0.269, atom 48 (H): 0.352, atom 49 (H): -0.546, atom 50 (H): 0.478, atom 51 (H): 0.494, atom 52 (H): 0.240, atom 53 (C): -0.851, atom 54 (C): -0.368, atom 55 (O): -0.435, atom 56 (C): -0.187, atom 57 (C): -1.162, atom 58 (H): 0.073, atom 59 (H): 0.417, atom 60 (H): 0.278, atom 61 (H): 0.349, atom 62 (H): 0.330, atom 63 (H): 0.202, atom 64 (H): 0.373, atom 65 (H): 0.277, atom 66 (H): 0.408, atom 67 (H): 0.297

Entry 2:
The following is a DFT calculation (ωB97M-V with the def2-TZVPD basis set) of C34H46N8O3SSiSr as an isolated structure at a distorted geometry.

Positions of all 94 atoms, in Å:
1 Sr 0.193358 0.336197 -0.524320
2 O 0.906031 -1.276535 -2.098052
3 C 1.235243 -1.830101 -3.288685
4 C 2.539188 -2.188739 -3.607138
5 C 2.827985 -2.726466 -4.848693
6 C 1.816249 -2.902158 -5.783909
7 C 0.523798 -2.514986 -5.477940
8 C 0.211444 -1.981620 -4.226661
9 C -1.165366 -1.599026 -3.889102
10 N -1.583789 -0.758723 -2.955604
11 C -2.952041 -0.761691 -3.026803
12 C -3.377565 -1.613417 -4.000504
13 N -2.235288 -2.137100 -4.542139
14 H 3.318457 -2.017660 -2.876516
15 H 3.848405 -2.984245 -5.099159
16 H 2.036739 -3.336582 -6.749840
17 H -0.240104 -2.600601 -6.241259
18 H -3.555104 -0.141750 -2.385064
19 H -4.358866 -1.897613 -4.336596
20 H -2.191827 -2.835053 -5.261742
21 C 4.257451 4.076933 -2.950355
22 Si 3.836375 4.927673 -1.327045
23 C 5.449972 5.095458 -0.349612
24 C 3.172484 6.658549 -1.712030
25 C 2.565960 4.146625 -0.146044
26 C 2.395761 4.785824 1.071015
27 C 1.491367 4.322066 2.022683
28 C 0.782650 3.182987 1.723083
29 N 0.915972 2.521316 0.568709
30 C 1.769556 2.985917 -0.377492
31 S 1.814911 2.112184 -1.855974
32 H 5.036996 4.640107 -3.472739
33 H 3.387331 4.009700 -3.600202
34 H 4.618967 3.062909 -2.785051
35 H 6.202535 5.613908 -0.947954
36 H 5.855003 4.117959 -0.080752
37 H 5.314357 5.663067 0.573603
38 H 3.866988 7.214930 -2.345378
39 H 3.015894 7.238624 -0.799817
40 H 2.216273 6.600415 -2.235810
41 H 2.980839 5.674400 1.290250
42 H 1.355255 4.830645 2.966651
43 H 0.068178 2.768035 2.423409
44 C 0.964180 -6.601052 6.475548
45 C 0.772421 -5.561620 5.409064
46 C 1.417408 -5.647614 4.183554
47 C 1.240515 -4.691985 3.196379
48 C 1.948630 -4.873992 1.877755
49 C 0.372054 -3.604347 3.429725
50 C 0.244487 -2.627084 2.339030
51 O -0.629407 -1.785608 2.183826
52 C -0.304623 -3.510315 4.668247
53 C -1.280001 -2.424511 5.024258
54 C -0.076102 -4.484358 5.630029
55 H 1.644838 -7.386294 6.151126
56 H 0.007930 -7.057224 6.736437
57 H 1.365849 -6.147901 7.383274
58 H 2.076762 -6.487338 3.994468
59 H 2.559950 -5.774524 1.905044
60 H 2.596549 -4.030904 1.637883
61 H 1.236909 -4.971850 1.057750
62 H 1.021374 -2.694903 1.561585
63 H -1.032805 -1.473272 4.577664
64 H -1.322250 -2.303028 6.106448
65 H -2.279173 -2.695412 4.674335
66 H -0.587839 -4.404734 6.583266
67 C -2.965833 2.210950 -0.485583
68 N -2.801890 1.332774 0.685055
69 C -3.139402 2.121347 1.883778
70 N -4.503182 2.645694 1.824831
71 C -4.625052 3.484697 0.631027
72 N -4.324185 2.738460 -0.594366
73 C -5.249972 1.606812 -0.675192
74 N -5.149571 0.722262 0.488885
75 C -3.774161 0.234363 0.581277
76 C -5.430809 1.522101 1.686045
77 H -2.733077 1.648207 -1.395819
78 H -2.265570 3.045040 -0.396498
79 H -2.440110 2.955053 1.965926
80 H -3.034716 1.494577 2.769095
81 H -3.937178 4.328743 0.712698
82 H -5.646408 3.865871 0.567663
83 H -5.034596 1.037201 -1.582044
84 H -6.271962 1.986023 -0.739243
85 H -3.550418 -0.366065 -0.304325
86 H -3.680552 -0.399086 1.466294
87 H -5.356301 0.881975 2.567681
88 H -6.449861 1.908581 1.617767
89 N 1.639864 -3.068075 -0.725092
90 C 1.232941 -1.877295 -0.797928
91 H 1.768376 -3.580713 -1.603446
92 O -0.749589 0.887755 3.237809
93 H 0.165851 0.662820 3.429936
94 H -1.080416 0.159839 2.695454

Cartesian forces, eV/Å:
Sr -1.5 0.4 0.4
O 0.7 -0.3 -0.8
C -0.3 0.1 -0.3
C 0.1 0.1 0.2
C -0.1 0.0 -0.1
C 0.0 -0.1 0.0
C 0.0 0.0 0.0
C 0.0 0.0 -0.1
C -0.2 0.0 0.2
N 0.1 0.1 0.1
C -0.1 -0.1 -0.2
C -0.1 0.1 0.1
N 0.1 0.1 0.1
H 0.0 0.0 0.0
H 0.0 0.0 0.0
H 0.0 0.1 0.0
H 0.0 0.0 0.0
H 0.0 -0.1 -0.1
H 0.0 0.0 0.0
H 0.0 0.0 0.0
C -0.1 0.0 0.2
Si 0.2 0.2 -0.1
C -0.2 0.0 -0.1
C 0.1 -0.2 0.1
C 0.0 -0.3 -0.1
C 0.1 0.0 -0.1
C 0.0 0.1 0.0
C 0.0 0.1 0.1
N 0.1 0.3 0.2
C 0.1 0.5 0.4
S 0.4 0.1 -0.8
H 0.0 0.1 0.1
H 0.0 0.0 0.0
H 0.0 0.0 0.0
H 0.0 0.0 0.0
H 0.0 0.0 0.0
H 0.0 0.0 0.0
H 0.0 0.0 0.0
H 0.0 0.0 0.0
H 0.0 0.0 0.0
H 0.0 0.0 0.0
H 0.0 0.0 0.0
H 0.0 0.0 0.0
C 0.0 0.0 0.0
C 0.0 0.1 -0.1
C 0.0 -0.1 0.1
C 0.0 0.1 -0.1
C 0.0 -0.1 0.1
C -0.2 -0.1 0.3
C 0.1 0.0 -0.4
O -0.1 0.1 0.3
C 0.1 -0.1 0.0
C 0.0 0.0 -0.1
C 0.0 0.0 -0.1
H 0.0 0.0 0.0
H 0.0 0.0 0.0
H 0.0 0.0 0.0
H 0.0 0.0 0.0
H 0.0 0.0 0.0
H -0.1 -0.1 -0.1
H 0.1 0.1 0.0
H -0.1 0.0 0.1
H 0.0 0.2 -0.1
H 0.0 0.0 0.0
H 0.0 0.1 0.0
H 0.0 0.0 0.0
C -0.1 0.0 0.0
N 0.4 -0.2 -0.2
C 0.0 0.0 0.1
N 0.0 0.1 0.0
C 0.0 0.0 0.0
N 0.0 0.0 -0.1
C 0.0 0.0 0.0
N -0.1 -0.1 0.0
C -0.1 0.0 0.0
C 0.0 0.0 0.0
H 0.0 0.0 0.0
H 0.0 0.0 0.0
H 0.0 0.0 0.0
H 0.0 0.0 0.0
H 0.0 0.0 0.0
H 0.0 0.0 0.0
H -0.1 0.0 0.0
H 0.0 0.0 0.0
H 0.0 0.0 0.1
H 0.0 0.0 0.0
H 0.0 0.0 0.0
H 0.0 0.0 0.0
N 0.1 0.0 -0.2
C 0.4 -1.0 0.9
H 0.0 0.1 -0.1
O -0.1 0.1 0.0
H 0.0 -0.1 0.0
H 0.2 -0.2 0.1

Output
LUMO level	0.2	eV
highest occupied orbital energy	-7.17	eV
relative energy (zero: lowest compared OMol25 entry of this formula, charge and spin)	2.691	eV
max |F|	1.624	eV Å⁻¹
electronic energy	-73618.68122	eV
2S+1	1

List of Mulliken charges in e, atom by atom: atom 1 (Sr): 2.008, atom 2 (O): -0.141, atom 3 (C): -0.770, atom 4 (C): 0.089, atom 5 (C): -0.529, atom 6 (C): -0.760, atom 7 (C): -0.781, atom 8 (C): 0.606, atom 9 (C): 0.032, atom 10 (N): 0.204, atom 11 (C): 0.340, atom 12 (C): -1.009, atom 13 (N): -0.038, atom 14 (H): 0.509, atom 15 (H): 0.416, atom 16 (H): 0.396, atom 17 (H): 0.423, atom 18 (H): -0.199, atom 19 (H): 0.413, atom 20 (H): 0.205, atom 21 (C): -0.976, atom 22 (Si): 0.242, atom 23 (C): -1.066, atom 24 (C): -1.083, atom 25 (C): 0.316, atom 26 (C): -0.159, atom 27 (C): -1.435, atom 28 (C): -0.718, atom 29 (N): -0.289, atom 30 (C): 0.977, atom 31 (S): -0.649, atom 32 (H): 0.322, atom 33 (H): 0.289, atom 34 (H): 0.287, atom 35 (H): 0.315, atom 36 (H): 0.322, atom 37 (H): 0.322, atom 38 (H): 0.318, atom 39 (H): 0.331, atom 40 (H): 0.330, atom 41 (H): 0.254, atom 42 (H): 0.425, atom 43 (H): 0.732, atom 44 (C): -1.461, atom 45 (C): 0.645, atom 46 (C): -0.990, atom 47 (C): 0.614, atom 48 (C): -1.486, atom 49 (C): 0.456, atom 50 (C): 0.215, atom 51 (O): -0.470, atom 52 (C): 0.908, atom 53 (C): -1.464, atom 54 (C): -0.761, atom 55 (H): 0.354, atom 56 (H): 0.333, atom 57 (H): 0.336, atom 58 (H): 0.267, atom 59 (H): 0.381, atom 60 (H): 0.358, atom 61 (H): 0.347, atom 62 (H): 0.154, atom 63 (H): 0.139, atom 64 (H): 0.427, atom 65 (H): 0.301, atom 66 (H): 0.426, atom 67 (C): -0.798, atom 68 (N): 0.632, atom 69 (C): -0.879, atom 70 (N): 0.122, atom 71 (C): -0.693, atom 72 (N): 0.135, atom 73 (C): -0.760, atom 74 (N): 0.133, atom 75 (C): -0.696, atom 76 (C): -0.705, atom 77 (H): 0.291, atom 78 (H): 0.250, atom 79 (H): 0.156, atom 80 (H): 0.381, atom 81 (H): 0.347, atom 82 (H): 0.341, atom 83 (H): 0.212, atom 84 (H): 0.334, atom 85 (H): 0.213, atom 86 (H): 0.274, atom 87 (H): 0.348, atom 88 (H): 0.340, atom 89 (N): 0.018, atom 90 (C): -1.158, atom 91 (H): 0.288, atom 92 (O): -0.569, atom 93 (H): 0.353, atom 94 (H): 0.237